Record 1
The following is a quantum chemistry calculation of an isolated molecule of C5H10N2S in a non-equilibrium geometry, from the Open Molecules 2025 dataset.

Structure (XYZ):
```
18
Properties=species:S:1:pos:R:3:forces:R:3
C -1.2086 1.5828 -0.1446 2.48 -0.16 0.20
N -1.1642 0.0936 -0.0889 0.18 0.45 1.70
C -1.7017 -0.5391 1.1796 1.70 0.77 0.88
C -0.2685 -0.5443 -0.9867 0.31 0.44 -1.54
C 1.1666 -1.0042 -0.6013 1.40 0.90 3.39
S 2.1291 0.5758 -0.1550 -1.88 0.40 -0.67
C 3.6063 0.0802 0.3532 8.93 0.51 0.67
N 4.8350 0.1492 0.5138 -7.56 -0.90 -0.55
H -1.1631 1.9608 -1.1894 0.20 -0.65 0.43
H -2.2256 1.7204 0.1160 -0.73 1.36 1.13
H -0.2784 2.2367 0.4236 -2.89 -1.89 -0.96
H -1.7647 -1.6437 1.2364 0.71 0.52 -0.70
H -2.7162 -0.2613 1.2838 -1.25 0.62 -0.10
H -1.2390 -0.1826 2.2088 -0.27 -0.57 -2.14
H -0.3567 0.1220 -1.9043 1.15 -0.57 0.95
H -0.7180 -1.4007 -1.4152 -0.67 -1.52 -0.05
H 1.8328 -1.4828 -1.3674 -1.24 0.01 0.74
H 1.2351 -1.4629 0.5375 -0.60 0.27 -3.38
```
Positions in Å, forces in eV/Å.

Summary:
Frontier orbital gap (Eh): 0.3394
E (hartree): -704.08101
Total charge: 0
Relative energy (zero: lowest compared OMol25 entry of this formula, charge and spin) (kJ/mol): 374.9
Spin multiplicity: 1
Structure (SMILES): CN(C)CCSC#N
E_HOMO (eV): -8.8

Here are the Löwdin charges for atoms 1 to 6, given in e: number 1, C, carries -0.11; number 2, N, carries -0.28; number 3, C, carries -0.08; number 4, C, carries -0.33; number 5, C, carries -0.36; number 6, S, carries 0.86


Record 2
The following is a quantum chemistry calculation of an isolated molecule of C5H10N2S in a non-equilibrium geometry, from the Open Molecules 2025 dataset.

Structure (XYZ):
```
18
Properties=species:S:1:pos:R:3:forces:R:3
H -0.0765 -0.8389 1.7661 1.77 -1.64 -1.45
N 0.5503 -1.4705 1.1188 2.00 4.21 -0.43
C 1.2874 -0.6167 0.3612 -1.60 -1.81 0.10
N 2.1796 -1.0580 -0.6690 -1.27 -0.66 4.27
C 1.0915 0.9400 0.3450 0.73 -2.40 0.98
C 0.6970 1.8490 -0.7265 -2.08 0.97 -2.11
C -0.2471 1.4874 0.4774 -2.16 1.19 -1.00
C -1.5240 0.5602 0.4836 -1.07 3.06 0.29
S -1.8262 -0.7859 -0.5849 1.00 -1.23 -1.19
H 2.2691 -2.0651 -0.8162 -0.32 0.72 -0.17
H 2.0037 -0.4291 -1.3747 0.29 0.96 -2.62
H 1.8489 1.3944 0.8616 1.85 0.69 1.94
H 0.9416 2.9754 -0.6745 0.21 -2.24 -0.13
H 0.4946 1.4764 -1.7650 -0.04 0.35 1.16
H -0.4801 2.4552 1.0118 0.59 -1.55 0.00
H -1.6116 0.1888 1.5042 -0.29 0.33 0.15
H -2.4614 1.2294 0.2614 1.79 -0.94 0.75
H -0.6467 -1.4339 -0.2084 -1.39 0.01 -0.54
```
Positions in Å, forces in eV/Å.

Summary:
Frontier orbital gap (Eh): 0.3505
E (hartree): -704.11129
Total charge: 0
Relative energy (zero: lowest compared OMol25 entry of this formula, charge and spin) (kJ/mol): 295.4
Spin multiplicity: 1
Structure (SMILES): [H]/N=C(/N)[C@H]1C[C@H]1CS
E_HOMO (eV): -8.7

Here are the Löwdin charges for atoms 1 to 6, given in e: number 1, H, carries 0.08; number 2, N, carries 0.03; number 3, C, carries -0.37; number 4, N, carries 0.13; number 5, C, carries -0.27; number 6, C, carries -0.08


Record 3
The following is a quantum chemistry calculation of the ion C5H10N3 with charge +1 in a non-equilibrium geometry, from the Open Molecules 2025 dataset.

Structure (XYZ):
```
18
Properties=species:S:1:pos:R:3:forces:R:3
C 0.2841 1.2427 2.2761 0.04 -0.15 0.01
C 0.0656 -0.1999 1.8235 -0.09 -0.07 1.14
N 0.3942 -0.3545 0.4687 -0.17 0.50 -1.92
C 0.9950 -1.3015 -0.1283 0.27 -0.33 0.84
C 0.9050 -1.3962 -1.5486 -0.70 0.60 -0.39
C -0.0725 -0.6689 -2.1776 1.32 -0.66 -0.93
N -1.0112 -0.0505 -1.4719 -1.30 0.82 1.40
N -1.5743 1.0263 -1.8366 0.56 -0.55 -0.33
H 1.3167 1.4001 2.5752 0.06 0.06 0.02
H -0.3663 1.4837 3.1111 0.03 0.00 0.14
H 0.0599 1.9245 1.4603 -0.06 0.06 -0.07
H -1.0079 -0.4288 1.8799 0.09 -0.05 -0.01
H 0.5767 -0.9194 2.4786 -0.06 0.00 -0.07
H 1.5627 -2.0760 0.3888 -0.09 -0.09 0.19
H 1.5778 -2.0192 -2.1140 0.06 -0.04 -0.09
H -0.0821 -0.5967 -3.2609 -0.04 0.14 -0.05
H -2.3799 1.3385 -1.3058 0.08 -0.12 -0.02
H -1.2434 1.5958 -2.6185 0.00 -0.11 0.12
```
Positions in Å, forces in eV/Å.

Summary:
Frontier orbital gap (Eh): 0.2862
E (hartree): -360.43110
Total charge: +1
Relative energy (zero: lowest compared OMol25 entry of this formula, charge and spin) (kJ/mol): 378.1
Spin multiplicity: 1
Structure (SMILES): CC/N=C/C=C\N=[NH2+]
E_HOMO (eV): -13.7

Here are the Löwdin charges for atoms 1 to 6, given in e: number 1, C, carries -0.07; number 2, C, carries -0.25; number 3, N, carries 0.06; number 4, C, carries -0.11; number 5, C, carries 0.04; number 6, C, carries -0.10